1.
The following is a DFT calculation (wB97M-V/def2-TZVPD) of a molecular structure, C22H25ClNOSc.

2S+1: 1
Frontier orbital gap in eV: 7.677
Energy above the lowest of the compared OMol25 structures with the same formula, charge and spin in kcal/mol: 0.0
LUMO level in eV: 0.097
Total charge: 0
Highest occupied orbital energy in eV: -7.6

```
51
Properties=species:S:1:pos:R:3:forces:R:3:nbo_charge:R:1
C -0.24820 -1.00923 -1.66174 0.41 0.45 -0.44 -0.33
C -1.00904 0.18349 -1.85011 0.62 -0.10 -0.30 -0.25
C -0.11735 1.26509 -2.00117 0.23 -0.76 0.01 -0.32
H -2.08990 0.26813 -1.91822 0.33 -0.14 0.21 0.23
C 1.21558 0.75915 -1.91721 -0.13 -0.49 -0.20 -0.38
C 1.13735 -0.65994 -1.73792 -0.29 0.34 -0.50 -0.33
H 2.11290 1.34580 -2.06997 -0.03 -0.19 0.06 0.24
C -1.21837 -1.01764 1.83843 -0.34 0.36 -0.17 -0.33
C -2.11265 -0.69727 0.77086 0.12 0.05 0.43 -0.29
C -2.35140 0.70802 0.78504 0.23 -0.25 0.61 -0.31
H -2.59049 -1.42154 0.09753 0.38 0.44 0.35 0.23
C -1.65232 1.28392 1.88202 0.73 -1.36 -0.32 -0.06
C -0.92554 0.19595 2.53179 -0.37 0.61 -0.31 -0.39
H -0.39371 2.28362 -2.23412 0.02 0.05 0.12 0.24
H 1.98042 -1.34506 -1.69325 -0.27 0.23 0.10 0.26
H -0.65295 -2.01666 -1.54271 0.22 0.45 0.04 0.25
H -0.32499 0.27835 3.44265 -0.18 -0.05 -0.47 0.25
H -3.00567 1.26658 0.11312 0.36 -0.29 0.09 0.22
H -0.91545 -2.02866 2.14730 -0.14 0.65 -0.22 0.25
Sc 0.48215 0.28342 0.33049 -3.11 -1.86 -0.65 1.11
C -1.19972 2.75131 1.93267 0.28 -0.19 -0.23 -0.04
C -0.73971 3.14404 3.33212 -0.22 0.18 0.22 -0.61
C -2.19222 3.70602 1.26417 -0.33 0.31 0.13 -0.61
H -1.51237 2.92137 4.08293 0.26 0.12 -0.20 0.23
H -0.49472 4.21443 3.37079 -0.06 -0.20 0.03 0.21
H 0.17363 2.58554 3.58101 -0.29 0.11 0.13 0.22
H -3.19520 3.66477 1.71700 0.37 -0.10 0.02 0.23
H -2.32407 3.48411 0.19440 0.13 -0.06 0.29 0.21
H -1.85292 4.74904 1.33427 0.05 -0.24 0.02 0.21
C 0.08247 2.60563 1.05571 1.35 0.01 0.94 -0.55
C 1.46046 3.27515 1.11108 2.17 -2.92 0.73 0.72
H -0.22311 2.62835 -0.00811 0.22 -0.43 0.29 0.30
H 0.48499 1.66156 1.54574 -0.61 1.60 -0.27 0.23
O 2.39654 2.48306 1.48444 -2.96 4.11 -1.14 -0.52
N 1.60584 4.50584 0.42504 0.73 0.41 0.07 -0.72
C 2.27501 4.27958 -0.88979 0.33 -0.58 0.09 -0.26
H 2.16758 5.17176 0.94559 0.00 -0.25 0.20 0.40
C 1.36846 4.50697 -2.06503 -0.51 0.20 -0.19 0.04
C 1.79186 4.07878 -3.33004 -0.24 0.15 0.12 -0.24
H 2.77442 3.60190 -3.41633 -0.35 0.16 -0.12 0.21
C 0.96601 4.25325 -4.43934 -0.13 0.14 0.28 -0.20
H 1.31538 3.92424 -5.42166 -0.25 0.11 0.32 0.22
C -0.29441 4.85936 -4.27914 0.28 -0.09 -0.03 -0.23
H -0.93380 4.99095 -5.15655 0.18 0.00 0.37 0.22
C -0.71216 5.29448 -3.01670 0.24 -0.17 -0.11 -0.20
H -1.67676 5.79191 -2.89511 0.26 -0.21 -0.07 0.22
C 0.11552 5.10617 -1.90195 0.15 -0.02 -0.47 -0.27
H -0.18722 5.42976 -0.90622 0.04 -0.08 -0.31 0.23
H 2.59767 3.22191 -0.92613 0.14 0.49 0.01 0.21
H 3.19529 4.88803 -0.98205 -0.50 -0.20 0.18 0.22
Cl 2.37745 -0.50775 1.30598 0.49 -0.50 0.27 -0.38
```
Forces are in eV/Å.


2.
The following is a DFT calculation (wB97M-V/def2-TZVPD) of a molecular structure, C22H25CrN6O7STe.

2S+1: 4
Frontier orbital gap (alpha / beta) in eV: 6.885 / 6.730
⟨S²⟩: 3.7747
Energy above the lowest of the compared OMol25 structures with the same formula, charge and spin in kcal/mol: 0.0
LUMO level (alpha / beta) in eV: -0.654 / -0.836
Total charge: 0
Highest occupied orbital energy (alpha / beta) in eV: -7.5 / -7.6

```
63
Properties=species:S:1:pos:R:3:forces:R:3:lowdin_spin:R:1
Cr 1.31206 0.21555 -0.47782 0.17 0.16 -0.17 2.86
N 4.91578 1.09749 -2.57748 0.00 -0.02 0.00 0.00
C 4.18897 0.13941 -1.99446 0.04 0.04 0.00 0.01
N 3.11862 0.70536 -1.47627 0.07 0.00 -0.11 0.00
C 3.24109 2.02101 -1.80042 -0.04 0.01 0.02 0.00
N 4.32885 2.30861 -2.46295 0.00 0.01 -0.01 0.00
C 2.14476 2.91444 -1.43913 -0.04 0.04 0.02 0.00
C 2.08905 4.26908 -1.72382 0.02 -0.02 -0.01 0.00
N 1.02533 4.99870 -1.41308 -0.01 0.02 0.00 0.01
C 0.01194 4.37354 -0.82509 0.00 -0.01 0.01 0.00
C 0.05322 3.01996 -0.52038 0.00 0.02 -0.01 0.01
N 1.12831 2.30282 -0.82350 -0.09 0.01 0.09 -0.01
H 5.78559 1.00597 -3.07391 0.00 -0.01 0.00 0.00
H 4.41818 -0.91995 -1.95271 -0.01 0.03 0.00 0.00
H 2.91768 4.75713 -2.22030 0.00 0.00 0.01 0.00
H -0.86363 4.96185 -0.58278 0.00 0.01 -0.01 0.00
H -0.75970 2.49005 -0.03858 0.01 -0.01 0.00 0.00
O 1.08262 1.39862 -3.58857 -0.01 0.02 0.01 0.01
C 0.45023 0.39618 -3.29787 0.08 -0.08 -0.01 0.01
O 0.40463 -0.20081 -2.15351 0.02 0.01 0.00 0.02
H -0.16280 -0.11353 -4.06313 -0.03 0.02 0.01 0.00
C 1.31943 -3.27092 -2.09575 -0.02 0.01 0.03 0.00
S 2.44920 -2.90410 -0.79014 0.04 -0.10 -0.05 0.01
O 3.75696 -2.73084 -1.40035 0.03 0.02 0.01 0.00
O 2.33412 -3.93675 0.20234 0.00 0.02 -0.03 0.00
O 1.98618 -1.59319 -0.21298 -0.22 -0.10 0.18 0.04
H 1.60060 -4.24326 -2.49381 0.00 -0.01 0.01 0.00
H 1.39295 -2.50016 -2.85728 0.00 0.02 0.01 0.00
H 0.31655 -3.29222 -1.67496 -0.02 0.00 -0.01 0.00
O -0.32980 0.26045 0.42837 0.01 -0.09 -0.04 0.01
O -0.28645 -0.55820 1.60940 0.03 -0.02 0.06 0.02
C 3.50284 1.16184 3.79927 -0.01 0.02 0.02 0.01
C 4.11531 0.34245 2.86631 -0.01 -0.01 -0.01 0.00
C 3.48248 0.12521 1.65661 0.03 -0.02 -0.02 0.00
N 2.30625 0.67934 1.35405 -0.05 0.00 0.00 -0.01
C 1.70618 1.45358 2.26291 0.03 -0.02 -0.01 0.00
C 2.27527 1.72656 3.49228 -0.01 0.00 -0.01 0.00
H 3.96979 1.34774 4.75761 0.00 0.00 0.00 0.00
H 5.06220 -0.13695 3.06884 0.00 0.00 0.00 0.00
H 3.90511 -0.53150 0.90876 0.01 0.00 0.00 0.00
H 0.73014 1.82951 1.98849 0.00 0.00 0.01 0.00
H 1.75157 2.35694 4.19633 0.00 0.00 0.00 0.00
C -6.95604 -0.38423 0.50802 -0.01 -0.01 0.00 0.00
C -5.54049 -0.86303 0.67820 -0.01 0.00 0.03 0.00
C -4.95744 -0.93815 1.93532 0.01 -0.02 -0.04 0.00
C -3.65819 -1.40446 2.11142 -0.06 0.01 0.02 0.00
C -3.08194 -1.41831 3.50297 0.03 0.06 -0.01 0.00
C -2.92419 -1.80687 0.98759 0.02 0.06 0.08 0.00
Te -0.91521 -2.39871 1.21919 -0.01 0.00 -0.04 0.00
C -3.48778 -1.72353 -0.29356 0.00 -0.01 -0.05 0.00
C -2.73100 -2.09675 -1.54344 -0.02 0.02 0.02 0.00
C -4.79098 -1.25587 -0.42222 0.00 -0.02 0.00 0.00
H -7.29382 0.17207 1.38177 0.00 0.00 0.00 0.00
H -7.63387 -1.22926 0.36903 0.00 0.00 0.00 0.00
H -7.05256 0.25828 -0.36777 0.00 0.00 0.00 0.00
H -5.52512 -0.62165 2.80371 0.00 0.00 0.00 0.00
H -3.82640 -1.08073 4.22322 0.00 0.00 0.01 0.00
H -2.21559 -0.75669 3.56481 -0.02 -0.02 0.02 0.00
H -2.74396 -2.41362 3.79190 -0.01 -0.01 -0.02 0.00
H -1.82039 -1.50314 -1.64207 0.02 0.01 0.01 0.00
H -3.35612 -1.92793 -2.42045 0.02 -0.01 -0.01 0.00
H -2.43726 -3.14759 -1.53580 0.00 -0.01 -0.01 0.00
H -5.22928 -1.18683 -1.41239 0.00 0.00 0.00 0.00
```
Forces are in eV/Å.


3.
The following is a DFT calculation (wB97M-V/def2-TZVPD) of a molecular structure, C22H25F5LuNO2Te.

2S+1: 1
Frontier orbital gap (alpha / beta) in eV: 6.251 / 5.451
LUMO level (alpha / beta) in eV: -2.362 / -3.150
Total charge: 0
Highest occupied orbital energy (alpha / beta) in eV: -8.6 / -8.6

```
57
Properties=species:S:1:pos:R:3:forces:R:3:nbo_charge:R:1
C -3.12305 0.40416 3.04053 0.18 -0.37 0.18 -0.44
C -3.11425 0.01082 1.67731 0.24 -0.01 -0.05 -0.36
C -1.88434 -0.64506 1.37317 -0.18 0.17 0.60 -0.31
H -3.92462 0.11522 0.98167 -0.26 0.12 -0.14 0.23
C -1.09537 -0.63375 2.55008 -0.67 -0.28 0.12 -0.33
C -1.86692 -0.01258 3.58822 -0.11 -0.25 -0.27 -0.41
H -0.11878 -1.11473 2.64971 -0.38 0.45 0.03 0.25
C -1.06467 3.58618 0.07063 -2.45 -0.61 -0.07 -0.41
C -2.08637 2.67662 -0.36884 0.98 2.35 1.27 -0.28
C -1.45593 1.61208 -1.08546 2.63 -0.57 -0.81 -0.13
H -3.15604 2.84350 -0.30947 0.12 0.00 0.08 0.25
C -0.05298 1.86229 -1.12935 -1.40 -0.38 -0.20 -0.13
C 0.18696 3.04255 -0.34694 0.34 -0.65 -0.68 0.04
H -1.65042 -1.16792 0.44515 0.12 0.41 0.26 0.26
H -1.51437 0.18786 4.58946 -0.03 -0.08 0.05 0.27
H -3.89338 1.00424 3.54432 0.35 -0.54 -0.18 0.26
H 1.16567 3.49007 -0.14986 -0.52 -0.15 0.00 0.23
H -1.96268 0.78492 -1.58856 0.18 0.38 0.28 0.24
H -1.22477 4.59526 0.47114 0.11 -0.69 0.10 0.27
Lu -1.42900 1.92826 2.22723 0.68 -0.53 -1.47 1.95
C 0.93552 1.30484 -2.15820 -0.21 0.36 -0.23 -0.06
C 1.47897 2.57333 -2.89343 0.12 -0.15 0.09 -0.59
C 0.19790 0.49183 -3.23954 0.08 -0.16 0.16 -0.62
H 0.66013 3.04624 -3.47449 0.48 -0.21 0.37 0.22
H 2.28123 2.26425 -3.58683 -0.32 0.28 0.18 0.21
H 1.88202 3.31554 -2.17895 -0.06 -0.35 -0.49 0.21
H -0.68408 1.04260 -3.60956 0.42 -0.18 0.09 0.22
H -0.13673 -0.47888 -2.85226 0.05 0.17 -0.13 0.23
H 0.89039 0.32928 -4.08165 -0.29 -0.06 0.21 0.21
C 2.15433 0.51784 -1.58768 0.14 0.15 -0.52 -0.48
C 1.87213 -0.94018 -1.21759 -1.06 0.12 0.77 0.69
H 2.51305 1.06815 -0.70295 -0.04 -0.44 -0.06 0.25
H 2.96400 0.58353 -2.33945 -0.27 -0.19 0.30 0.21
O 0.85196 -1.25396 -0.59510 0.99 1.49 -0.39 -0.62
N 2.74341 -1.94503 -1.55646 0.22 -0.02 0.52 -0.62
C 2.56220 -3.16074 -0.73875 -0.52 0.13 0.21 -0.24
H 3.69344 -1.76284 -1.87424 -0.57 0.23 0.12 0.40
C 1.12025 -3.65764 -0.76097 -0.20 -0.91 -0.36 0.03
C 0.49331 -4.16316 0.39455 0.37 0.21 -0.57 -0.23
H 1.01174 -4.04959 1.35702 -0.32 -0.22 -0.39 0.21
C -0.77745 -4.74447 0.30439 0.25 0.22 -0.14 -0.20
H -1.25881 -5.11169 1.21070 0.10 0.01 -0.26 0.22
C -1.43205 -4.81786 -0.92962 0.15 0.18 0.14 -0.26
H -2.41161 -5.28773 -1.00213 0.19 0.15 0.04 0.21
C -0.83785 -4.25371 -2.06277 0.27 0.16 0.23 -0.14
H -1.36489 -4.22708 -3.01224 0.02 -0.14 0.12 0.20
C 0.43127 -3.68094 -1.97998 -0.08 -0.28 0.19 -0.26
H 0.89257 -3.20323 -2.85261 -0.21 -0.31 0.28 0.21
H 2.78871 -2.94129 0.31341 0.24 -0.01 -0.18 0.20
H 3.25027 -3.92674 -1.10948 -0.15 0.10 0.06 0.22
F 2.81846 3.11615 4.33550 -1.14 -0.06 -0.43 -0.61
Te 0.96552 3.17473 3.84114 -0.04 -0.16 0.39 2.93
F 1.20049 4.50812 2.38638 0.19 -0.42 0.70 -0.66
F 0.34603 1.73825 5.12110 0.58 1.01 -0.51 -0.65
F -1.84499 3.50822 3.35636 0.29 -0.08 0.02 -0.74
F 0.28501 4.61538 5.07329 0.63 -0.60 -0.44 -0.60
O 0.72946 1.83852 2.47299 -0.21 1.22 0.82 -1.15
```
Forces are in eV/Å.


4.
The following is a DFT calculation (wB97M-V/def2-TZVPD) of a molecular structure, C22H25FNO10S2.

2S+1: 1
Frontier orbital gap in eV: 6.164
Energy above the lowest of the compared OMol25 structures with the same formula, charge and spin in kcal/mol: 75.0
LUMO level in eV: 2.030
Total charge: -1
Highest occupied orbital energy in eV: -4.1

```
61
Properties=species:S:1:pos:R:3:forces:R:3:nbo_charge:R:1
C -2.43485 1.69905 -4.62008 0.56 0.03 0.24 -0.62
C -2.85043 0.72438 -3.53824 -0.84 -0.22 -0.12 -0.07
O -1.80824 0.49641 -2.61534 0.33 0.16 0.18 -0.51
C -2.20708 -0.32945 -1.59967 -0.37 -0.88 1.17 0.78
C -1.23044 -0.68945 -0.58101 1.84 -0.01 0.72 -0.55
C -1.67039 -1.35480 0.63742 -1.32 1.13 -1.14 0.77
O -2.84362 -1.33667 0.98257 0.23 -0.36 0.44 -0.67
O -0.72785 -1.99381 1.39794 0.05 0.18 -0.05 -0.53
C -1.28948 -2.51571 2.58532 -0.65 -0.19 0.55 -0.08
C -0.26385 -2.57075 3.70034 0.39 0.14 -0.35 -0.62
C 0.18517 -0.42262 -0.79724 -1.53 -0.05 -1.30 0.76
O 0.61569 -0.14049 -1.90760 0.69 0.09 0.27 -0.68
O 1.03769 -0.49209 0.27158 -0.09 0.04 0.32 -0.53
C 2.37445 -0.36705 -0.15634 0.55 -0.03 -0.68 -0.07
C 3.35021 -0.62741 0.97218 -0.45 -0.06 0.32 -0.63
O -3.35960 -0.73622 -1.55336 0.08 0.31 -0.55 -0.66
H -3.21279 1.85174 -5.37104 -0.10 -0.15 0.16 0.20
H -2.18447 2.66763 -4.18792 -0.02 0.08 0.04 0.20
H -1.53939 1.33922 -5.12665 0.04 -0.04 -0.07 0.21
H -3.71968 1.08743 -2.97312 0.01 -0.02 -0.34 0.18
H -3.12970 -0.24993 -3.96108 -0.14 0.25 -0.09 0.17
H -2.14140 -1.87259 2.85731 0.29 -0.43 0.10 0.21
H -1.69306 -3.51122 2.34893 0.03 0.10 0.22 0.16
H -0.63064 -3.11391 4.57438 -0.13 0.03 -0.13 0.20
H 0.64791 -3.05729 3.35015 0.04 -0.09 0.05 0.20
H 0.01378 -1.56223 4.01237 -0.03 0.00 0.01 0.21
H 2.51084 -1.08980 -0.97370 0.30 0.27 0.14 0.19
H 2.49039 0.63337 -0.59583 0.27 -0.23 0.01 0.17
H 4.39081 -0.58598 0.64194 -0.13 0.06 -0.15 0.20
H 3.21598 0.09299 1.78001 0.03 0.08 0.06 0.20
H 3.16589 -1.61491 1.39657 0.03 -0.04 0.01 0.21
C -6.33050 3.61118 0.90062 -0.17 -0.09 -0.12 -0.18
C -5.96383 4.88340 1.28578 -0.03 0.22 -0.04 -0.22
C -4.91754 5.05737 2.16659 0.15 0.77 0.15 -0.22
C -4.25371 3.96070 2.66178 0.81 0.07 0.18 -0.24
S -2.93596 4.19449 3.87844 -6.30 -1.02 2.41 2.09
N -1.64084 4.44600 2.75086 0.47 1.19 2.31 -0.40
F -1.51758 3.33557 2.01505 -0.37 -1.67 -1.24 -0.18
S -0.19945 4.39593 3.72063 6.70 0.77 1.83 2.09
C 1.00713 4.42598 2.37502 -0.87 -0.16 0.17 -0.23
C 1.54494 3.24646 1.92009 -0.18 -0.73 0.21 -0.21
C 2.50894 3.27185 0.93524 0.15 -0.12 -0.02 -0.19
C 2.91345 4.47905 0.40412 0.27 -0.01 -0.10 -0.18
C 2.35616 5.65932 0.84983 0.03 0.19 -0.02 -0.22
C 1.39685 5.62977 1.83994 -0.31 0.71 0.15 -0.21
O 0.00393 5.73649 4.36194 -1.85 -3.32 -0.96 -0.87
O 0.16593 3.11469 4.42267 -2.42 3.35 -1.45 -0.84
O -3.30362 5.48817 4.54707 2.34 -3.04 -1.47 -0.86
O -2.95691 2.88634 4.62292 1.41 3.71 -1.72 -0.84
C -4.60219 2.69123 2.26324 0.38 -0.68 0.31 -0.20
C -5.64816 2.51331 1.38279 -0.08 -0.21 -0.10 -0.19
H -7.15319 3.47344 0.22054 -0.15 -0.04 -0.17 0.21
H -6.48706 5.74215 0.89823 -0.08 0.13 -0.03 0.21
H -4.61861 6.04295 2.48835 -0.02 0.13 0.02 0.24
H 1.20421 2.31347 2.34237 0.04 -0.14 0.00 0.25
H 2.95468 2.35384 0.59218 -0.01 -0.16 -0.05 0.23
H 3.68791 4.50000 -0.34375 0.09 0.00 -0.21 0.21
H 2.67412 6.60331 0.43662 0.02 0.12 -0.04 0.21
H 0.94985 6.53887 2.21043 0.00 0.14 0.03 0.24
H -4.05726 1.84488 2.65387 0.01 -0.13 -0.03 0.26
H -5.92217 1.51970 1.06703 0.04 -0.14 -0.02 0.24
```
Forces are in eV/Å.


Number 1: electronic energy -2204.245193 a.u., largest force on an atom 5.19 eV/Å. Number 2: electronic energy -3419.288675 a.u., largest force on an atom 0.31 eV/Å. Number 3: electronic energy -3061.452248 a.u., largest force on an atom 2.84 eV/Å. Number 4: electronic energy -2556.623493 a.u., largest force on an atom 6.98 eV/Å.